Arrangement w

{
  "formula": "C7H7N",
  "method": "ωB97M-V/def2-TZVPD",
  "spin_multiplicity": 1,
  "molar_mass_g_mol": 105.14,
  "e_lumo_ev": 0.3138,
  "gap_ev": 9.9,
  "smiles": "c1ccncc1.C#C",
  "species": ["C", "C", "C", "N", "C", "C", "H", "H", "H", "H", "H", "C", "C", "H", "H"],
  "coordinates": [[-2.58, -0.06, -0.11], [-1.98, 1.19, -0.10], [-0.51, 1.21, 0.10], [0.17, 0.02, 0.32], [-0.51, -1.01, 0.30], [-1.90, -1.28, -0.13], [-3.64, -0.07, -0.25], [-2.88, 2.01, -0.04], [-0.04, 2.10, 0.23], [0.17, -1.82, 0.19], [-2.30, -2.17, -0.34], [4.63, -0.02, -0.15], [3.41, 0.11, -0.07], [5.73, -0.31, 0.02], [2.24, 0.12, 0.03]]
}



Arrangement x

{
  "formula": "C7H7N",
  "method": "ωB97M-V/def2-TZVPD",
  "spin_multiplicity": 1,
  "molar_mass_g_mol": 105.14,
  "e_lumo_ev": 0.7553,
  "gap_ev": 9.9,
  "smiles": "c1cnc2c(c1)CC2",
  "species": ["C", "C", "N", "C", "C", "C", "C", "C", "H", "H", "H", "H", "H", "H", "H"],
  "coordinates": [[-2.09, 0.48, -0.03], [-1.93, -0.92, 0.01], [-0.76, -1.69, -0.17], [0.26, -0.79, -0.09], [0.19, 0.58, -0.11], [-0.99, 1.29, -0.09], [1.72, 0.67, -0.06], [1.72, -0.90, 0.04], [-3.02, 0.92, 0.11], [-2.88, -1.56, 0.18], [-0.99, 2.35, -0.08], [2.37, 0.95, -0.88], [2.00, 1.10, 0.88], [2.37, -1.40, -0.78], [2.05, -1.08, 1.08]]
}



arrangement x wins, 2.920 eV ahead of the next structure.



Arrangement w

{
  "formula": "C21H36GeN4O3PtSSi2",
  "method": "ωB97M-V/def2-TZVPD",
  "spin_multiplicity": 3,
  "molar_mass_g_mol": 748.47,
  "e_lumo_ev": [3.8263, 3.7902],
  "total_charge": -2,
  "gap_ev": [5.4, 7.5],
  "species": ["Pt", "N", "C", "C", "Ge", "C", "C", "C", "H", "H", "H", "H", "H", "H", "H", "H", "H", "H", "H", "C", "Si", "C", "C", "C", "Si", "C", "C", "C", "H", "H", "H", "H", "H", "H", "H", "H", "H", "H", "H", "H", "H", "H", "H", "H", "H", "H", "H", "O", "S", "O", "O", "C", "N", "C", "C", "C", "N", "C", "C", "C", "N", "C", "C", "H", "H", "H", "H", "H", "H"],
  "coordinates": [[1.06, -0.98, 1.14], [2.28, -2.34, 3.75], [1.83, -1.81, 2.82], [3.58, 1.45, 2.18], [3.66, 0.95, 0.28], [2.85, 2.38, -0.79], [5.59, 0.93, -0.20], [2.81, -0.74, -0.11], [3.94, 2.47, 2.33], [4.17, 0.77, 2.78], [2.55, 1.38, 2.54], [3.30, 3.35, -0.57], [1.78, 2.46, -0.62], [3.01, 2.18, -1.86], [6.06, 1.90, 0.00], [5.70, 0.71, -1.26], [6.11, 0.16, 0.37], [3.47, -1.58, 0.14], [2.60, -0.78, -1.18], [-1.07, -3.87, 2.96], [-1.65, -2.68, 1.63], [-2.16, -1.07, 2.47], [-3.26, -3.37, 0.90], [-0.36, -2.43, 0.33], [0.53, -3.91, -0.31], [-0.64, -5.34, -0.75], [1.40, -3.49, -1.94], [1.82, -4.66, 0.83], [-1.82, -3.94, 3.76], [-0.13, -3.54, 3.40], [-0.93, -4.88, 2.56], [-2.96, -1.26, 3.20], [-2.54, -0.35, 1.74], [-1.32, -0.61, 2.99], [-4.04, -3.41, 1.68], [-3.13, -4.37, 0.49], [-3.62, -2.72, 0.10], [-0.86, -1.97, -0.55], [-1.42, -5.03, -1.44], [-1.13, -5.74, 0.15], [-0.08, -6.16, -1.21], [0.75, -2.87, -2.58], [1.64, -4.40, -2.49], [2.32, -2.94, -1.76], [1.36, -5.15, 1.69], [2.51, -3.91, 1.22], [2.39, -5.41, 0.27], [-2.88, 7.30, 0.55], [-3.69, 7.46, -0.64], [-3.34, 8.59, -1.47], [-5.12, 7.27, -0.43], [-3.27, 6.02, -1.68], [-3.68, 6.07, -2.95], [-3.39, 5.02, -3.70], [-2.71, 3.92, -3.22], [-2.33, 3.95, -1.88], [-2.62, 5.01, -1.12], [-1.59, 2.84, -1.23], [-1.22, 1.69, -1.92], [-0.52, 0.70, -1.26], [-0.18, 0.77, 0.02], [-0.54, 1.87, 0.69], [-1.24, 2.92, 0.11], [-3.72, 5.06, -4.73], [-2.49, 3.08, -3.87], [-1.45, 1.55, -2.97], [-0.19, -0.20, -1.78], [-0.24, 1.90, 1.73], [-1.51, 3.80, 0.68]]
}



Arrangement x

{
  "formula": "C21H36GeN4O3PtSSi2",
  "method": "ωB97M-V/def2-TZVPD",
  "spin_multiplicity": 3,
  "molar_mass_g_mol": 748.47,
  "e_lumo_ev": [3.7805, 2.0014],
  "total_charge": -2,
  "gap_ev": [4.2, 4.9],
  "species": ["Pt", "N", "C", "C", "Ge", "C", "C", "C", "H", "H", "H", "H", "H", "H", "H", "H", "H", "H", "H", "C", "Si", "C", "C", "C", "Si", "C", "C", "C", "H", "H", "H", "H", "H", "H", "H", "H", "H", "H", "H", "H", "H", "H", "H", "H", "H", "H", "H", "O", "S", "O", "O", "C", "N", "C", "C", "C", "N", "C", "C", "C", "N", "C", "C", "H", "H", "H", "H", "H", "H"],
  "coordinates": [[1.32, -1.40, 0.20], [1.50, -4.33, 1.41], [1.42, -3.25, 0.99], [6.51, -1.27, -0.17], [4.78, -0.33, -0.27], [4.95, 1.15, 1.01], [4.74, 0.39, -2.10], [3.40, -1.62, 0.14], [7.32, -0.57, -0.39], [6.55, -2.09, -0.89], [6.67, -1.68, 0.83], [4.56, 2.09, 0.60], [6.00, 1.29, 1.28], [4.39, 0.92, 1.92], [5.43, 1.23, -2.19], [3.75, 0.73, -2.38], [5.05, -0.39, -2.80], [3.73, -2.06, 1.09], [3.57, -2.42, -0.59], [2.02, 3.09, 1.95], [0.90, 1.61, 1.65], [1.00, 0.53, 3.18], [-0.80, 2.40, 1.54], [1.49, 0.70, 0.12], [0.73, 1.06, -1.58], [1.13, -0.24, -2.89], [-1.10, 1.36, -1.62], [1.54, 2.66, -2.16], [1.61, 3.70, 2.77], [2.06, 3.73, 1.05], [3.04, 2.81, 2.21], [1.92, 0.74, 3.74], [1.01, -0.53, 2.93], [0.15, 0.70, 3.85], [-1.05, 2.80, 2.52], [-1.60, 1.74, 1.22], [-0.76, 3.24, 0.84], [2.55, 0.97, 0.02], [0.35, -0.25, -3.65], [1.19, -1.25, -2.48], [2.09, -0.04, -3.37], [-1.69, 0.54, -1.20], [-1.41, 1.50, -2.66], [-1.37, 2.26, -1.06], [2.56, 2.77, -1.79], [0.96, 3.53, -1.81], [1.57, 2.70, -3.26], [-7.11, 1.01, 2.27], [-8.06, 0.11, 1.65], [-9.04, 0.77, 0.79], [-8.63, -0.88, 2.56], [-7.09, -0.92, 0.50], [-7.80, -1.65, -0.38], [-7.08, -2.42, -1.18], [-5.71, -2.49, -1.16], [-5.04, -1.68, -0.22], [-5.77, -0.91, 0.62], [-3.61, -1.65, -0.09], [-2.72, -2.29, -1.01], [-1.37, -2.20, -0.85], [-0.77, -1.50, 0.16], [-1.62, -0.93, 1.08], [-2.97, -0.96, 0.99], [-7.65, -3.03, -1.88], [-5.18, -3.15, -1.83], [-3.09, -2.86, -1.85], [-0.71, -2.68, -1.56], [-1.14, -0.44, 1.92], [-3.59, -0.47, 1.73]]
}



arrangement w wins, 0.604 eV ahead of the next structure.



Arrangement w

{
  "formula": "C3H6NO2S",
  "method": "ωB97M-V/def2-TZVPD",
  "spin_multiplicity": 1,
  "molar_mass_g_mol": 120.15,
  "e_lumo_ev": 4.0285,
  "total_charge": -1,
  "gap_ev": 7.1,
  "smiles": "C=CC=[S@@](N)(=O)[O-]",
  "species": ["C", "C", "C", "S", "N", "O", "O", "H", "H", "H", "H", "H", "H"],
  "coordinates": [[2.15, 0.44, -0.36], [0.81, 0.53, -0.38], [-0.10, 0.80, 0.64], [-1.65, 0.49, 0.15], [-1.99, -1.13, -0.48], [-2.61, 0.41, 1.27], [-2.07, 1.21, -1.04], [2.61, -0.01, -1.21], [2.87, 0.98, 0.30], [0.35, 0.22, -1.29], [0.07, 0.69, 1.67], [-1.20, -1.91, -0.30], [-2.75, -1.45, 0.18]]
}



Arrangement x

{
  "formula": "C3H6NO2S",
  "method": "ωB97M-V/def2-TZVPD",
  "spin_multiplicity": 1,
  "molar_mass_g_mol": 120.15,
  "e_lumo_ev": 3.9847,
  "total_charge": -1,
  "gap_ev": 8.0,
  "species": ["C", "C", "C", "N", "O", "O", "S", "H", "H", "H", "H", "H", "H"],
  "coordinates": [[-0.76, -1.33, 0.59], [-0.72, -0.24, -0.24], [-1.64, 1.00, -0.14], [1.73, 1.19, -0.41], [2.91, -0.43, 1.20], [3.24, -0.72, -1.23], [2.61, 0.05, -0.15], [-1.47, -1.34, 1.29], [-0.33, -2.34, 0.48], [0.09, 0.02, -0.97], [-1.14, 1.99, 0.02], [-2.38, 1.00, 0.63], [-2.13, 1.15, -1.09]]
}



Arrangement y

{
  "formula": "C3H6NO2S",
  "method": "ωB97M-V/def2-TZVPD",
  "spin_multiplicity": 1,
  "molar_mass_g_mol": 120.15,
  "e_lumo_ev": 4.0020,
  "total_charge": -1,
  "gap_ev": 8.0,
  "species": ["C", "C", "C", "N", "O", "O", "S", "H", "H", "H", "H", "H", "H"],
  "coordinates": [[0.79, -0.80, 0.78], [-1.35, 0.53, 0.33], [-0.15, -0.21, -0.18], [1.38, -1.92, 0.79], [-0.40, 1.47, -2.31], [1.45, 1.66, -0.75], [0.77, 0.74, -1.71], [1.26, 0.12, 1.12], [-2.36, 0.48, -0.16], [-1.00, 1.70, 0.30], [-1.57, 0.17, 1.35], [-1.04, -1.81, -0.86], [2.20, -2.14, 1.30]]
}



Arrangement z

{
  "formula": "C3H6NO2S",
  "method": "ωB97M-V/def2-TZVPD",
  "spin_multiplicity": 1,
  "molar_mass_g_mol": 120.15,
  "e_lumo_ev": 3.8684,
  "total_charge": -1,
  "gap_ev": 7.6,
  "species": ["C", "C", "C", "N", "O", "O", "S", "H", "H", "H", "H", "H", "H"],
  "coordinates": [[-0.73, -0.45, -0.31], [-0.53, -0.80, 1.21], [1.11, 1.01, -0.90], [0.50, -0.16, -1.01], [0.96, -1.03, -1.94], [0.68, 2.13, -0.07], [-0.47, 0.70, 2.07], [-1.00, -1.37, -0.75], [-1.46, 0.26, -0.53], [-1.40, -1.52, 1.56], [0.24, -1.57, 1.38], [1.99, 1.27, -1.51], [0.11, 1.54, 0.80]]
}



arrangement w wins, 0.399 eV ahead of the next structure.